Below is C6H10 in the gas phase, with properties calculated with wB97M-V/def2-TZVPD.

Values from the calculation:
Maximum force ... 0.2 eV Å⁻¹
SMILES string ... C1C[C@@H]2C[C@@H]2C1
HOMO-LUMO gap ... 11.06 eV
Relative energy (zero: lowest compared OMol25 entry of this formula, charge and spin) ... 8.6 kcal per mole
Multiplicity ... 1

Atoms and positions in Å:
C (0.0342, -0.7358, -1.4604)
C (-1.0410, -0.1583, -0.5772)
C (-0.9593, -0.3424, 0.9311)
C (0.5400, -0.2461, 1.2364)
C (0.9970, 0.8801, 0.2908)
C (0.1521, 0.6790, -0.9629)
H (0.7201, -1.4876, -1.0776)
H (-0.2138, -0.8752, -2.5094)
H (-2.0171, 0.0159, -1.0232)
H (-1.4461, 0.5325, 1.3804)
H (-1.4439, -1.2426, 1.3237)
H (1.0402, -1.1894, 0.9904)
H (0.7534, -0.0422, 2.2900)
H (2.0728, 0.8700, 0.0899)
H (0.7575, 1.8480, 0.7530)
H (0.0537, 1.4941, -1.6749)

Löwdin population analysis, charges in e, atoms 1 to 2: C -0.083; C -0.246